No. 1
Entry from the OMol25 dataset: a molecular structure, C24H17BrIrN2O4 at a distorted geometry (ωB97M-V/def2-TZVPD).

Structure (XYZ):
```
49
Properties=species:S:1:pos:R:3:mulliken_spin:R:1
Ir -2.17490 0.14916 -1.18653 2.577
C -3.27560 -3.13244 -1.02273 -0.001
O -2.17740 -2.31894 -1.41603 0.066
C -0.91100 -2.77504 -1.21573 0.054
C -0.58650 -4.09604 -0.94223 -0.047
C 0.74130 -4.48374 -0.85783 0.093
C 1.76430 -3.55514 -1.01213 -0.021
C 1.46440 -2.23134 -1.24143 0.068
C 0.12680 -1.81154 -1.34193 0.060
N -0.20880 -0.50964 -1.61633 0.392
N 0.69890 0.39296 -1.56103 -0.146
C 0.57610 1.66666 -1.87703 0.175
C -0.67970 2.26116 -2.34513 0.133
O -1.71930 1.55276 -2.56643 0.143
C -0.71670 3.67466 -2.48133 -0.026
C 0.37010 4.46196 -2.23863 0.052
C 1.61120 3.91146 -1.81603 0.036
C 2.73750 4.71116 -1.57113 0.001
C 3.94100 4.13866 -1.20863 0.071
C 4.04200 2.75796 -1.03983 -0.034
C 2.94270 1.95316 -1.25383 0.093
C 1.71480 2.50786 -1.64793 0.030
H -3.27290 -4.08134 -1.56283 0.002
H -4.17060 -2.57654 -1.29023 0.002
H -3.27010 -3.29834 0.05777 0.002
H -1.36350 -4.83444 -0.82703 -0.001
H 0.97470 -5.52364 -0.69693 0.004
H 2.79410 -3.86904 -0.94213 0.001
H 2.24470 -1.49604 -1.35693 0.002
H -1.65090 4.10946 -2.80493 -0.001
H 0.29680 5.52996 -2.38693 -0.001
H 2.64260 5.78386 -1.65683 0.002
H 4.80290 4.76666 -1.04393 0.003
H 4.98440 2.32056 -0.74583 -0.001
H 3.01170 0.88316 -1.13213 0.015
Br -1.18270 2.49616 3.25937 0.004
C -1.19690 0.66136 3.73687 0.001
C -0.89840 0.28306 5.03697 -0.001
C -0.87260 -1.06064 5.36597 0.002
C -1.13000 -2.02654 4.40437 0.000
C -1.47200 -1.64264 3.12217 0.005
C -1.52940 -0.29544 2.78057 -0.011
C -1.88930 0.05626 1.39467 0.014
O -1.35850 1.03826 0.81397 0.135
O -2.69890 -0.67814 0.76077 0.058
H -0.68180 1.03166 5.78117 0.000
H -0.64110 -1.35704 6.37617 0.000
H -1.06520 -3.07344 4.65807 0.000
H -1.68850 -2.37294 2.35767 -0.001
```

Summary:
Gap between HOMO and LUMO (spin up / spin down) ... 6.5 / 5.2 eV
E_LUMO (spin up / spin down) ... -4.64 / -6.20 eV
Total charge ... +1
F_max ... 2.1 eV/A
E_HOMO (spin up / spin down) ... -11.10 / -11.36 eV
Multiplicity ... 5

=====

No. 2
Entry from the OMol25 dataset: 3 unconnected molecules or ions with the total composition C19H25BNO8 at a distorted geometry (ωB97M-V/def2-TZVPD).

Structure (XYZ):
```
54
Properties=species:S:1:pos:R:3:nbo_charge:R:1
C 2.94415 1.60653 0.36065 -0.604
C 1.41314 1.83592 0.64733 -0.415
C 0.57809 2.07612 -0.66801 -0.415
C -0.83926 1.39617 -0.66437 -0.475
C -1.88327 2.04267 0.30861 0.421
O -2.19907 1.40171 1.51991 -0.740
B -2.81789 0.12078 1.35363 1.306
O -3.93153 -0.17677 0.54334 -0.908
O -2.23564 -0.94827 2.05775 -0.853
C -3.16220 2.71374 -0.35849 -0.120
O -3.66200 3.49842 0.75427 -0.487
C -2.54416 3.96079 1.47900 0.086
N -1.30790 3.34798 0.82217 -0.565
H 3.48674 1.78348 1.32166 0.221
H 3.33663 2.34583 -0.36216 0.239
H 3.14429 0.55955 0.04651 0.219
H 0.97314 1.02028 1.26541 0.203
H 1.36388 2.77774 1.26111 0.173
H 1.15102 1.58083 -1.49094 0.249
H 0.55113 3.15625 -0.95742 0.196
H -0.67865 0.30761 -0.51310 0.258
H -1.23671 1.50446 -1.70589 0.240
H -3.60805 -0.14996 -0.36767 0.496
H -1.45234 -0.59209 2.49465 0.494
H -3.91089 2.01526 -0.78260 0.251
H -2.87806 3.42444 -1.16987 0.191
H -2.52504 5.07749 1.43117 0.208
H -2.48623 3.76612 2.57027 0.215
H -0.63136 3.28075 1.58685 0.468
H -1.13010 4.03277 0.08560 0.451
C -4.75547 -3.31015 0.83190 -0.254
C -5.87957 -3.72703 1.41296 -0.210
C -6.20920 -5.16747 1.49917 0.467
O -7.23277 -5.54814 2.02611 -0.471
C -5.24235 -6.12584 0.91691 -0.217
C -4.11849 -5.70779 0.33574 -0.241
C -3.79033 -4.26787 0.25033 0.493
O -2.76459 -3.88298 -0.27852 -0.516
H -4.49327 -2.26249 0.75675 0.238
H -6.59713 -3.04053 1.84447 0.231
H -5.49990 -7.17473 0.98987 0.239
H -3.40076 -6.39377 -0.09605 0.235
C 7.05873 -1.54198 -1.52877 -0.197
C 6.04953 -0.71664 -1.25573 -0.251
C 6.09484 0.70804 -1.65213 0.490
O 5.17334 1.46363 -1.40099 -0.531
C 7.30175 1.18151 -2.36425 -0.232
C 8.31179 0.35689 -2.63792 -0.214
C 8.26692 -1.06839 -2.24163 0.464
O 9.18341 -1.82015 -2.49130 -0.460
H 7.04405 -2.58693 -1.24621 0.237
H 5.15873 -1.04619 -0.73608 0.224
H 7.31618 2.22647 -2.64660 0.234
H 9.20271 0.68594 -3.15740 0.241
```

Summary:
Gap between HOMO and LUMO ... 8.5 eV
E_LUMO ... -3.32 eV
Total charge ... +1
F_max ... 2.7 eV/A
E_HOMO ... -11.80 eV

=====

No. 3
Entry from the OMol25 dataset: C4H2N2O in the gas phase at a distorted geometry (ωB97M-V/def2-TZVPD).

Structure (XYZ):
```
9
Properties=species:S:1:pos:R:3:nbo_charge:R:1
C -0.54168 -1.32609 -1.18424 0.270
C -0.12417 -0.17484 -0.35836 -0.288
C -0.46113 -0.22645 1.04960 -0.022
C 0.79607 0.82248 -0.47029 0.152
H -1.31082 -0.77889 1.44357 0.238
H 1.31056 1.67008 -1.06573 0.262
N -1.10253 -1.94507 -1.95276 -0.271
N 0.40526 0.64610 1.77091 -0.082
O 1.02844 1.31267 0.76730 -0.260
```

Summary:
Gap between HOMO and LUMO ... 10.8 eV
E_LUMO ... 0.17 eV
Total charge ... 0
F_max ... 5.6 eV/A
SMILES ... N#Cc1cnoc1
E_HOMO ... -10.63 eV

=====

No. 4
Entry from the OMol25 dataset: 2 unconnected molecules or ions with the total composition C2H7N at a distorted geometry (ωB97M-V/def2-TZVPD).

Structure (XYZ):
```
10
Properties=species:S:1:pos:R:3:nbo_charge:R:1
C 0.86897 -0.91654 -0.03871 -0.380
C 1.20020 -0.96981 -1.32130 -0.392
H -1.25733 2.26999 1.61551 0.361
H -1.08418 1.22751 0.35956 0.350
H -2.59527 1.64926 0.81076 0.361
H 1.45305 -1.36584 0.81711 0.199
H 0.02166 -0.29215 0.29176 0.189
H 2.14526 -1.37179 -1.68208 0.193
H 0.53263 -0.65130 -2.07422 0.189
N -1.66155 1.40749 1.14594 -1.069
```

Summary:
Gap between HOMO and LUMO ... 11.2 eV
E_LUMO ... 1.12 eV
Total charge ... 0
F_max ... 2.3 eV/A
SMILES ... C=C.N
E_HOMO ... -10.06 eV

=====

> Number 4 is which compound?

C2H7N

=====

> The highest F_max belongs to which entry?

C4H2N2O

=====

> Which of these has the highest F_max?

C4H2N2O